(A)
Molecular formula: C30H75N5O10
Method: DFT, ωB97M-V/def2-TZVPD

```
120
Properties=species:S:1:pos:R:3:mulliken_charge:R:1
C -9.054 0.780 -2.008 -0.592
O -7.696 0.515 -1.854 -0.360
C -7.082 0.072 -3.053 0.185
C -5.683 -0.482 -2.863 -0.406
N -5.550 -1.747 -2.136 -0.085
C -6.068 -1.732 -0.758 -0.453
C -5.761 -3.066 -0.100 -0.706
O -6.311 -4.055 -0.955 -0.216
C -5.807 -5.345 -0.689 -0.844
H -9.500 0.890 -1.023 0.311
H -9.648 0.048 -2.575 0.116
H -9.290 1.689 -2.583 0.322
H -7.047 0.911 -3.756 0.479
H -7.689 -0.720 -3.512 -0.197
H -5.126 0.288 -2.317 0.307
H -5.148 -0.643 -3.798 -0.454
H -6.030 -2.479 -2.645 0.256
H -7.153 -1.606 -0.799 0.198
H -5.670 -0.882 -0.206 0.400
H -6.222 -3.145 0.892 0.386
H -4.686 -3.213 0.055 0.429
H -4.800 -5.460 -1.099 0.344
H -6.411 -6.057 -1.254 0.222
H -5.855 -5.641 0.360 0.307
C -15.766 -4.558 -7.262 -0.472
O -15.134 -3.964 -8.384 -0.438
C -13.897 -3.374 -8.103 0.141
C -12.712 -4.321 -7.798 -0.420
N -12.594 -5.448 -8.745 -0.410
C -11.283 -6.028 -8.438 -0.768
C -11.249 -6.810 -7.129 -0.273
O -12.276 -7.816 -7.074 -0.398
C -12.575 -8.205 -5.749 -0.699
H -15.895 -3.811 -6.475 0.163
H -15.323 -5.461 -6.827 0.158
H -16.706 -4.894 -7.701 0.272
H -14.005 -2.684 -7.256 -0.426
H -13.567 -2.762 -8.945 0.414
H -12.930 -4.697 -6.788 0.246
H -11.788 -3.761 -7.682 0.267
H -13.311 -6.108 -8.459 0.327
H -10.544 -5.230 -8.400 0.343
H -10.962 -6.710 -9.233 0.376
H -11.291 -6.112 -6.292 0.181
H -10.364 -7.455 -7.083 0.554
H -11.779 -7.947 -5.047 0.315
H -12.759 -9.278 -5.773 0.283
H -13.469 -7.712 -5.348 0.207
C -25.892 -2.712 3.016 -0.803
O -24.980 -3.026 1.996 -0.322
C -25.105 -2.128 0.911 -0.333
C -24.406 -2.695 -0.318 -0.832
N -23.015 -2.293 -0.465 -0.145
C -22.712 -0.885 -0.428 -0.330
C -21.189 -0.743 -0.509 -0.774
O -20.671 -1.522 -1.578 -0.356
C -19.275 -1.439 -1.548 -0.759
H -25.816 -3.453 3.817 0.285
H -26.965 -2.598 2.845 0.312
H -25.548 -1.811 3.544 0.311
H -24.775 -1.124 1.192 0.299
H -26.144 -1.996 0.584 0.346
H -25.083 -2.580 -1.178 0.371
H -24.429 -3.788 -0.263 0.356
H -22.382 -2.901 -0.944 0.238
H -22.990 -0.378 0.492 0.244
H -23.050 -0.386 -1.348 0.207
H -20.740 -1.072 0.433 0.383
H -20.977 0.320 -0.666 0.409
H -18.928 -0.398 -1.532 0.302
H -18.735 -1.886 -2.383 0.236
H -18.790 -1.885 -0.670 0.354
C -4.626 2.699 -5.084 -0.294
O -3.323 2.509 -5.626 -0.408
C -2.439 1.977 -4.663 -0.579
C -2.000 0.572 -5.086 -0.794
N -3.152 -0.276 -5.333 0.100
C -2.797 -1.689 -5.536 -0.982
C -4.015 -2.517 -5.876 -0.181
O -4.569 -2.076 -7.092 -0.379
C -5.722 -2.810 -7.457 -0.713
H -5.348 3.033 -5.826 0.306
H -4.525 3.478 -4.325 0.348
H -5.015 1.773 -4.657 -0.142
H -2.909 1.918 -3.677 0.270
H -1.531 2.576 -4.573 0.379
H -1.347 0.109 -4.342 0.418
H -1.398 0.712 -5.996 0.355
H -3.657 0.131 -6.114 0.195
H -2.407 -1.885 -4.534 0.443
H -2.049 -1.879 -6.318 0.361
H -4.708 -2.482 -5.023 0.091
H -3.729 -3.570 -6.006 0.492
H -5.768 -3.798 -6.984 0.340
H -5.723 -2.963 -8.532 0.308
H -6.609 -2.302 -7.067 0.178
C -9.147 -4.343 -4.966 -0.753
O -10.312 -3.583 -5.221 -0.252
C -10.030 -2.190 -5.068 -0.283
C -10.962 -1.272 -5.776 -0.870
N -12.328 -1.409 -5.327 0.069
C -13.171 -0.298 -5.745 -0.797
C -14.546 -0.535 -5.178 -0.214
O -14.477 -0.453 -3.760 -0.344
C -15.698 -0.746 -3.132 -0.893
H -9.463 -5.390 -4.916 0.267
H -8.799 -4.290 -3.923 0.318
H -8.355 -4.132 -5.683 0.269
H -9.054 -2.019 -5.546 0.068
H -9.877 -1.912 -4.020 0.319
H -10.911 -1.476 -6.855 0.246
H -10.562 -0.250 -5.669 0.359
H -12.409 -1.745 -4.383 0.211
H -13.255 -0.184 -6.826 0.348
H -12.771 0.626 -5.305 0.540
H -14.952 -1.518 -5.454 -0.108
H -15.324 0.166 -5.516 0.475
H -16.523 -0.148 -3.548 0.352
H -15.543 -0.424 -2.104 0.331
H -16.094 -1.766 -3.203 0.338
```

## Properties
Lowest unoccupied orbital energy, eV: 0.523
Charge: 0


(B)
Molecular formula: C30H75N5O10
Method: DFT, ωB97M-V/def2-TZVPD

```
120
Properties=species:S:1:pos:R:3:mulliken_charge:R:1
C -20.054 8.033 -51.990 -0.720
O -19.784 9.242 -52.643 -0.389
C -19.261 10.261 -51.812 -0.440
C -18.621 11.323 -52.681 -0.472
N -17.795 12.210 -51.840 -0.238
C -18.367 12.848 -50.688 -0.673
C -19.499 13.853 -51.002 -0.466
O -20.712 13.173 -51.172 -0.212
C -21.917 13.880 -51.233 -0.780
H -20.286 8.261 -50.944 0.333
H -19.265 7.287 -52.099 0.247
H -20.951 7.504 -52.326 0.267
H -18.647 9.856 -51.004 0.350
H -20.150 10.738 -51.365 0.305
H -19.276 11.854 -53.370 0.237
H -17.849 10.806 -53.260 0.401
H -17.252 12.866 -52.377 0.251
H -17.567 13.421 -50.205 0.430
H -18.691 12.278 -49.812 0.051
H -19.236 14.297 -51.972 0.221
H -19.569 14.637 -50.237 0.421
H -21.881 14.655 -50.451 0.289
H -22.777 13.242 -51.050 0.230
H -22.014 14.398 -52.196 0.308
C -13.582 23.242 -43.106 -0.469
O -13.453 21.871 -43.328 -0.395
C -13.402 21.467 -44.653 -0.212
C -13.111 19.964 -44.864 -0.777
N -13.102 19.202 -43.602 -0.406
C -14.349 18.548 -43.236 -1.156
C -15.559 19.524 -43.252 0.413
O -16.789 18.793 -43.159 -0.005
C -17.240 18.737 -41.815 -0.882
H -13.500 23.480 -42.050 0.334
H -14.538 23.611 -43.502 -0.027
H -12.815 23.779 -43.683 0.308
H -12.652 22.045 -45.214 0.522
H -14.325 21.675 -45.218 0.227
H -12.083 19.886 -45.226 0.340
H -13.744 19.549 -45.645 0.267
H -12.950 19.865 -42.852 0.360
H -14.302 18.177 -42.207 0.362
H -14.604 17.639 -43.785 0.341
H -15.606 19.983 -44.241 -0.168
H -15.461 20.238 -42.436 0.465
H -16.460 18.402 -41.122 0.303
H -17.995 17.953 -41.748 0.242
H -17.630 19.720 -41.543 0.243
C -17.014 16.985 -49.398 -0.453
O -17.402 17.707 -48.264 -0.362
C -17.661 16.983 -47.074 -0.164
C -18.428 17.927 -46.129 -0.571
N -17.842 19.258 -46.173 0.095
C -18.743 20.383 -46.091 -1.248
C -19.742 20.508 -44.970 -0.291
O -19.119 21.029 -43.763 -0.324
C -18.644 22.336 -43.833 -0.810
H -16.166 16.332 -49.138 0.263
H -16.630 17.668 -50.153 0.300
H -17.822 16.352 -49.782 0.014
H -16.713 16.591 -46.695 0.254
H -18.350 16.170 -47.333 0.137
H -18.494 17.517 -45.117 0.142
H -19.441 17.920 -46.543 0.496
H -17.296 19.351 -45.319 -0.216
H -19.342 20.437 -47.018 0.404
H -18.182 21.301 -46.284 0.551
H -20.224 19.584 -44.651 0.226
H -20.584 21.193 -45.128 0.406
H -19.468 23.064 -43.931 0.277
H -18.079 22.608 -44.737 0.267
H -18.041 22.573 -42.962 0.394
C -15.569 13.373 -46.553 -0.847
O -16.860 13.336 -47.132 -0.118
C -17.601 12.228 -46.595 -0.518
C -18.413 12.820 -45.420 -0.615
N -17.723 12.760 -44.137 -0.169
C -18.396 12.038 -43.066 -0.788
C -18.407 10.538 -43.228 -0.134
O -19.592 9.973 -42.718 -0.357
C -19.694 8.608 -43.024 -0.684
H -15.619 14.085 -45.716 0.205
H -14.828 13.823 -47.220 0.284
H -15.119 12.468 -46.146 0.310
H -16.966 11.448 -46.165 0.344
H -18.202 11.696 -47.335 0.317
H -19.292 12.171 -45.296 0.412
H -18.769 13.803 -45.727 0.193
H -17.485 13.681 -43.804 0.216
H -19.438 12.369 -42.957 0.373
H -17.900 12.310 -42.133 0.352
H -17.465 10.063 -42.921 0.348
H -18.367 10.294 -44.305 0.090
H -20.728 8.271 -42.932 0.246
H -19.193 7.967 -42.285 0.259
H -19.290 8.398 -44.017 0.312
C -13.205 27.105 -48.817 -0.731
O -14.131 27.038 -47.753 -0.319
C -14.410 25.741 -47.267 -0.882
C -14.818 25.722 -45.793 0.201
N -16.238 26.027 -45.699 -0.304
C -16.636 26.321 -44.346 -0.513
C -18.112 26.411 -44.027 -0.366
O -18.331 26.303 -42.643 -0.331
C -19.726 26.216 -42.361 -0.534
H -13.661 26.540 -49.644 0.313
H -12.276 26.556 -48.630 0.296
H -13.045 28.142 -49.085 0.247
H -13.535 25.106 -47.439 0.483
H -15.220 25.309 -47.863 0.318
H -14.237 26.430 -45.188 0.368
H -14.580 24.710 -45.461 -0.186
H -16.349 26.887 -46.235 0.269
H -16.062 27.123 -43.849 0.349
H -16.292 25.458 -43.752 0.033
H -18.611 25.557 -44.516 0.224
H -18.638 27.280 -44.445 0.363
H -20.301 27.003 -42.847 0.291
H -19.896 26.245 -41.289 0.252
H -19.990 25.212 -42.703 0.161
```

## Properties
Lowest unoccupied orbital energy, eV: 0.625
Charge: 0


Which structure is the least stable? The one labeled (B).


(A)
Molecular formula: C3H14N2O3
Method: DFT, ωB97M-V/def2-TZVPD

```
22
Properties=species:S:1:pos:R:3:mulliken_charge:R:1
C 2.167 1.318 -1.170 -1.274
C 1.130 0.504 -0.584 1.039
N 0.657 0.840 0.699 -0.550
C 0.582 -0.591 -1.240 -0.745
N -0.475 -1.443 -0.663 -0.470
H 3.030 1.286 -0.483 0.299
H 2.530 0.985 -2.190 0.314
H 1.782 2.344 -1.280 0.306
H 0.871 1.668 1.178 0.225
H -0.387 0.770 0.664 0.123
H 0.841 -0.816 -2.259 0.327
H -0.263 -1.630 0.321 0.195
H -0.493 -2.319 -1.171 0.262
O -2.661 -0.115 -1.064 -0.851
H -2.987 -0.977 -0.791 0.282
H -1.663 -0.218 -0.847 0.554
O 0.689 -1.705 2.152 -0.699
H 1.223 -2.071 2.882 0.306
H 0.889 -0.738 1.971 0.379
O -2.184 1.182 1.304 -0.707
H -2.693 0.974 0.501 0.394
H -2.585 0.749 2.069 0.290
```

## Properties
Lowest unoccupied orbital energy, eV: 0.761
Charge: 0


(B)
Molecular formula: C3H14N2O3
Method: DFT, ωB97M-V/def2-TZVPD

```
22
Properties=species:S:1:pos:R:3:mulliken_charge:R:1
N -0.975 -1.228 1.297 -0.646
C -1.549 -0.652 0.049 -0.473
C -1.744 0.873 0.174 -0.676
N -0.489 1.616 0.041 -0.384
C 0.163 1.495 -1.240 -0.084
O 1.093 2.601 -1.387 -0.558
H -0.040 -0.977 1.624 0.228
H -1.588 -0.875 2.019 0.268
H -2.462 -1.232 -0.064 0.234
H -0.863 -0.855 -0.761 0.394
H -2.440 1.333 -0.507 0.337
H -2.091 1.010 1.195 0.362
H 0.149 1.368 0.786 0.243
H 0.832 0.681 -1.539 0.196
H -0.629 1.711 -1.948 0.275
H 0.931 3.251 -0.692 0.307
O 1.264 -1.914 -0.889 -0.605
H 0.983 -2.778 -1.190 0.288
H 0.757 -1.563 -0.153 0.290
O 3.056 -1.113 1.384 -0.652
H 2.810 -2.040 1.265 0.327
H 2.833 -0.712 0.537 0.328
```

## Properties
Lowest unoccupied orbital energy, eV: 0.594
Charge: 0


Which structure is the least stable? The one labeled (B).


(A)
Molecular formula: C3H14N2O3
Method: DFT, ωB97M-V/def2-TZVPD

```
22
Properties=species:S:1:pos:R:3:mulliken_charge:R:1
N -2.026 -0.793 -1.303 -0.605
C -1.081 0.203 -1.809 -0.431
C -0.695 1.216 -0.788 -0.758
N 0.394 0.739 0.159 0.031
C 1.076 1.688 0.984 -0.345
O 1.575 0.889 2.047 -0.574
H -1.656 -1.621 -0.940 0.336
H -2.562 -0.275 -0.558 0.259
H -1.634 0.938 -2.519 0.260
H -0.138 -0.183 -2.271 0.273
H -0.276 2.082 -1.430 0.330
H -1.530 1.650 -0.173 0.393
H -0.043 -0.026 0.748 -0.141
H 1.861 2.137 0.302 0.277
H 0.376 2.497 1.382 0.269
H 2.231 0.149 1.821 0.339
O 2.031 -1.844 0.252 -0.678
H 1.677 -2.677 0.494 0.325
H 1.595 -1.331 -0.336 0.354
O -0.306 -2.233 1.231 -0.713
H -1.154 -1.816 1.527 0.303
H 0.286 -1.391 1.179 0.496
```

## Properties
Lowest unoccupied orbital energy, eV: 0.644
Charge: 0


(B)
Molecular formula: C3H14N2O3
Method: DFT, ωB97M-V/def2-TZVPD

```
22
Properties=species:S:1:pos:R:3:mulliken_charge:R:1
C 1.875 -1.471 -1.536 -1.314
C 0.821 -0.950 -0.609 0.958
N 0.801 0.503 -0.525 -0.463
C 0.075 -1.679 0.244 -0.652
N -0.716 -0.895 1.193 -0.357
H 2.869 -1.028 -1.185 0.280
H 2.039 -2.586 -1.626 0.334
H 1.732 -0.984 -2.576 0.286
H 1.408 1.061 -1.077 0.204
H -0.158 0.919 -0.472 0.269
H 0.033 -2.784 0.227 0.302
H -0.227 -0.168 1.689 0.040
H -1.200 -1.396 1.763 0.205
O -2.855 0.252 -0.414 -0.715
H -3.547 0.446 0.245 0.288
H -2.124 -0.195 0.027 0.462
O 0.948 1.424 2.329 -0.731
H 1.905 1.574 2.313 0.318
H 0.805 1.146 1.409 0.341
O -1.155 2.209 -0.621 -0.679
H -1.976 2.182 -1.074 0.314
H -1.353 2.420 0.277 0.309
```

## Properties
Lowest unoccupied orbital energy, eV: 0.749
Charge: 0


(C)
Molecular formula: C3H14N2O3
Method: DFT, ωB97M-V/def2-TZVPD

```
22
Properties=species:S:1:pos:R:3:mulliken_charge:R:1
N 0.078 -1.487 -3.278 -0.557
C 0.434 -0.803 -2.034 -0.710
N -0.455 -1.064 -0.925 -0.271
C -1.269 0.032 -0.444 -0.208
C -2.353 -0.410 0.518 -0.658
O -1.814 -0.703 1.814 -0.524
H -0.874 -1.257 -3.532 0.219
H 0.255 -2.472 -3.312 0.210
H 1.429 -1.174 -1.794 0.395
H 0.447 0.254 -2.287 0.371
H -0.123 -1.680 -0.201 0.205
H -0.677 0.768 0.113 0.172
H -1.653 0.595 -1.288 0.406
H -3.035 0.424 0.676 0.298
H -2.859 -1.306 0.149 0.346
H -1.392 -1.566 1.805 0.296
O 1.894 2.197 3.453 -0.667
H 2.004 1.240 3.375 0.338
H 2.310 2.501 4.263 0.311
O 2.290 1.841 0.714 -0.630
H 2.117 2.300 1.553 0.375
H 3.248 1.771 0.662 0.282
```

## Properties
Lowest unoccupied orbital energy, eV: 0.566
Charge: 0


(D)
Molecular formula: C3H14N2O3
Method: DFT, ωB97M-V/def2-TZVPD

```
22
Properties=species:S:1:pos:R:3:mulliken_charge:R:1
N 0.851 1.698 -0.132 -0.497
C -0.384 1.514 0.610 -1.105
C -1.235 0.253 0.320 0.395
N -0.659 -0.837 1.080 -0.530
C -1.444 0.034 -1.205 -0.467
O -2.392 -1.035 -1.317 -0.541
H 0.665 1.962 -1.087 0.220
H 1.609 2.205 0.309 0.190
H -0.112 1.361 1.699 0.448
H -0.952 2.432 0.625 0.399
H -2.190 0.241 0.895 0.308
H 0.342 -0.921 1.069 0.169
H -1.047 -1.742 0.830 0.239
H -0.539 -0.254 -1.679 0.160
H -1.885 0.924 -1.693 0.265
H -3.141 -0.826 -0.753 0.343
O 2.152 -0.900 -1.035 -0.728
H 1.751 -0.053 -0.740 0.381
H 1.615 -1.313 -1.716 0.332
O 2.522 -1.352 1.548 -0.724
H 2.015 -2.132 1.803 0.295
H 2.461 -1.260 0.567 0.448
```

## Properties
Lowest unoccupied orbital energy, eV: 0.660
Charge: 0


Which structure is the least stable? The one labeled (A).